Record 1
55
Properties=species:S:1:pos:R:3 method="wB97M-V/def2-TZVPD" gap_ev=5.514 total_charge=-2 spin_multiplicity=1 relative_energy_kj_mol=6.1 energy_ev=-114772.937
Se -2.03285 0.49157 2.29598
P 0.42945 -1.08894 0.35728
O 1.12955 3.22069 2.39460
O 2.75041 1.51940 1.30599
O 4.42559 3.02121 1.40709
O 2.27665 4.92067 1.45499
N -1.43200 2.03688 1.75388
N -3.73667 0.88541 1.88341
N -0.03837 -0.41434 1.65480
C 2.13334 3.73607 1.79252
C -0.51657 -4.92760 1.39927
C -2.28715 0.47078 -2.27730
C -2.27717 -0.40461 -3.35172
C 3.16411 -1.19013 0.57188
C -1.42667 0.26127 -1.20997
C -0.57719 -0.83946 -1.17732
C -4.72692 4.05358 0.34364
C 2.37970 0.07705 -1.31307
C 4.47022 -0.85800 0.26292
C 1.42084 -5.10948 -0.00463
C -0.59568 -1.73389 -2.24663
C 2.10959 -0.73675 -0.21485
C -3.73593 2.10765 1.33891
C 0.45699 -2.93667 0.43084
C -3.45748 4.69646 0.31894
C 0.45613 -5.70480 0.78643
C -1.42886 -1.51063 -3.33391
C -0.51314 -3.55147 1.22059
C -2.34615 4.08015 0.80324
C 3.23160 2.69511 1.46758
C 3.68793 0.41921 -1.61719
C -4.87138 2.79053 0.82246
C 4.72934 -0.05370 -0.83590
C -2.46662 2.75787 1.31871
C 1.41519 -3.73307 -0.18679
Li 0.89022 1.47630 1.74896
H 0.46740 -6.77777 0.93002
H 2.19270 -5.71664 -0.47167
H -1.41903 0.95743 -0.38199
H 2.95159 -1.77807 1.46035
H -2.94498 1.33115 -2.26705
H 1.57093 0.47393 -1.91506
H -1.43388 -2.20184 -4.17147
H 5.74327 0.24000 -1.06187
H 0.04054 -2.61281 -2.22733
H -1.23559 -2.91269 1.71558
H 3.89233 1.08409 -2.45048
H 2.17971 -3.27189 -0.79697
H 5.28140 -1.19319 0.89524
H -2.93763 -0.24097 -4.19302
H -1.35977 4.53489 0.82204
H -5.83223 2.27759 0.85149
H -5.59057 4.58786 -0.02962
H -3.38446 5.69814 -0.08550
H -1.27176 -5.40353 2.01166

***

Record 2
63
Properties=species:S:1:pos:R:3 method="wB97M-V/def2-TZVPD" gap_ev=8.299 spin_multiplicity=1 relative_energy_kj_mol=0.0 energy_ev=-125280.612
Zn 15.60797 10.75860 9.97119
S 11.61384 10.65568 7.98569
S 13.84536 11.05953 11.41678
O 14.73715 11.14054 3.39102
O 11.69720 11.67795 6.97367
O 11.62402 7.36743 3.98556
O 11.32416 9.31170 7.56144
O 14.74937 7.60040 9.43091
O 22.30893 13.21621 9.29621
O 15.81736 11.82181 5.13166
O 16.28553 9.22482 9.01528
O 18.06726 15.82558 5.90852
O 11.64434 6.30620 5.85362
N 12.92912 10.70187 8.91536
N 17.64352 11.47142 10.52445
N 15.14204 11.00980 4.53726
N 15.90246 12.45302 8.73883
N 12.08764 7.17406 5.09413
C 13.24769 7.97482 5.55221
C 20.40261 12.05470 10.35470
C 18.51396 10.86999 11.34746
C 19.89676 11.14792 11.33262
C 9.15127 11.13984 9.22803
C 14.73878 9.79757 5.29054
C 15.44656 9.51575 6.42164
C 12.72076 11.02393 10.16371
C 19.48025 12.67406 9.52600
C 14.93161 13.03249 8.08350
C 9.26050 11.84833 11.57784
C 14.88465 8.51821 7.21281
C 15.30316 8.39370 8.66502
C 15.13056 14.14333 7.26777
C 8.53536 11.52892 10.41207
C 11.25983 11.29591 10.40203
C 17.43072 14.09632 8.00723
C 21.93260 12.23046 10.27742
C 10.52905 11.05755 9.25054
C 16.41493 14.67222 7.22676
C 17.15119 12.96962 8.70804
C 13.81942 7.75417 6.80451
C 16.75152 15.84347 6.36790
C 18.14562 12.35335 9.63660
C 10.62048 11.73583 11.54265
C 13.65824 9.02308 4.79090
H 19.85521 13.38059 8.77360
H 13.55141 6.93225 7.44718
H 7.45359 11.54510 10.40622
H 18.41217 14.56377 8.07433
H 11.19130 11.82309 12.46183
H 20.53246 10.69643 12.10650
H 16.27063 10.09768 6.82470
H 14.32161 14.56009 6.70486
H 22.36933 11.29111 9.99214
H 8.79679 12.22638 12.46409
H 18.09303 10.16445 12.04949
H 13.20121 9.35408 3.90840
H 22.33197 12.51155 11.25438
H 13.96706 12.59888 8.16911
H 8.57157 10.89939 8.36064
H 16.68221 16.75352 7.04064
H 16.04754 16.01585 5.55140
H 18.19766 15.36708 5.08489
H 22.05777 12.84932 8.42584

***

Record 3
57
Properties=species:S:1:pos:R:3 method="wB97M-V/def2-TZVPD" gap_ev="5.251 / 5.249" total_charge=+3 spin_multiplicity=1 relative_energy_kj_mol=34.7 energy_ev=-80947.393
W 0.00163 -0.34698 -0.00704
I -4.29344 1.05285 -2.69065
I -2.10300 6.48741 -1.61609
Cl -0.25316 1.01397 3.01646
Cl -2.88563 1.16709 1.77281
O -1.09749 -1.56581 0.84848
O 1.36870 -0.67675 1.22781
O -1.41478 0.35251 -1.08796
N 0.26633 1.76485 -0.07136
N -0.09358 -1.81426 -1.50876
N 1.76470 -0.17447 -1.21454
C 4.53392 -0.90477 2.97175
C -0.75369 3.86839 -0.77817
C -2.92849 -2.90430 1.56071
C -2.06816 -2.47382 0.57574
C -1.09147 -2.65759 -1.65530
C 3.15679 -0.88594 2.78738
C 0.32595 4.54817 -0.21485
C 1.40701 -0.29530 -2.63314
C -2.10107 -2.98927 -0.73115
C -1.89638 4.44228 -1.43895
C 0.79873 -1.68111 -2.69747
C 1.29444 2.45971 0.46499
C -3.88836 -3.84465 1.20451
C 4.94487 -0.50970 0.63380
C 3.01861 -0.32351 -0.89037
C -1.98590 1.33680 3.27973
C 1.35523 3.83371 0.39392
C -0.71425 2.46665 -0.70478
C -2.86879 3.61712 -1.95616
C -1.68987 1.65242 -1.28105
C 5.42221 -0.71556 1.91011
C -3.08000 -3.95451 -1.05271
C 3.55677 -0.47399 0.41528
C -2.79524 2.20423 -1.89528
C -3.97305 -4.36182 -0.09157
C 2.69035 -0.67165 1.50648
H -2.34783 0.60886 3.99569
H 2.19998 4.34683 0.83070
H 2.06291 1.89301 0.97468
H 0.36337 5.63034 -0.25220
H 2.47049 -1.04833 3.60699
H 5.62773 -0.37225 -0.19538
H -4.72987 -5.09640 -0.32727
H -4.58509 -4.19097 1.95703
H 3.73145 -0.31322 -1.71424
H -1.11889 -3.19501 -2.60122
H -2.08652 2.35178 3.64527
H 4.92958 -1.07871 3.96407
H -3.11328 -4.37174 -2.05139
H 0.22620 -1.84052 -3.60895
H 1.57958 -2.44063 -2.62524
H -3.73273 4.05543 -2.43780
H -2.85842 -2.51767 2.56707
H 2.27885 -0.20293 -3.27899
H 0.68479 0.48004 -2.89458
H 6.48726 -0.74029 2.09314

***

Record 4
51
Properties=species:S:1:pos:R:3 method="wB97M-V/def2-TZVPD" gap_ev="6.747 / 6.926" total_charge=+1 spin_multiplicity=2 energy_ev=-76672.749
Te 1.55617 -1.32023 3.02216
Co -0.24297 -0.69441 1.21103
N 0.10729 0.53665 -0.12251
N -0.12315 -1.96425 -0.21568
N -0.62539 0.88752 2.27368
C -0.01192 3.23781 2.31895
C 4.32383 -1.48825 2.24332
C 6.66618 -1.97378 2.49283
C -0.26622 -1.35351 -3.85782
C 0.85014 2.91095 -0.33558
C 4.01273 -2.77940 2.66827
C -0.11224 -1.35220 -1.44441
C -1.02867 2.18765 4.23519
C -0.16303 -3.27954 -0.15448
C -0.23702 0.01116 -3.82242
C 0.56039 4.33276 1.62287
C -0.24613 -3.48182 -2.53378
C 3.19036 -0.55783 1.88460
C -1.06392 0.98480 3.51198
C 5.03207 -3.65932 3.00805
C 0.98094 4.15254 0.33549
C 2.55715 -3.17896 2.73461
C -0.49002 3.29906 3.64705
C -0.21593 -4.08280 -1.30440
C 0.28552 1.83664 0.30715
C 5.65164 -1.08992 2.15713
C 6.35644 -3.25747 2.91974
C -0.02480 0.07152 -1.41629
C -0.11616 0.73967 -2.61084
C -0.20555 -2.07352 -2.63663
C -0.12306 2.01015 1.65959
H -0.10103 1.81933 -2.64294
H -0.16522 -3.72064 0.83530
H -0.35227 -1.89097 -4.79214
H 7.14670 -3.94266 3.19535
H -0.23985 -5.15739 -1.19731
H -1.41182 2.21110 5.24473
H -0.30866 0.56794 -4.74749
H 2.91284 -0.60914 0.83172
H 7.69854 -1.65649 2.43296
H 2.21095 -3.61708 1.79821
H -0.30372 -4.07856 -3.43598
H -0.42706 4.23505 4.18874
H -1.46127 0.08284 3.96289
H 1.43055 4.97962 -0.19799
H 0.65929 5.28823 2.11964
H 2.33204 -3.85702 3.55343
H 4.79051 -4.65883 3.34850
H 1.20751 2.81712 -1.35087
H 3.37474 0.47890 2.15497
H 5.89246 -0.08481 1.83317